No. 1
ORCA calculation (wB97M-V/def2-TZVPD) on C3H12N4 in the gas phase.

Output
**HOMO energy**: -8.867 eV
**Molecular weight**: 104.16 u
**SMILES**: C[C@H](N)CN(N)N
**Relative energy (zero: lowest compared OMol25 entry of this formula, charge and spin)**: 52.2 kcal/mol
**Energy**: -9264.0424 eV

CARTESIAN COORDINATES (ANGSTROEM)
1 C -1.005 1.576 -0.472
2 C -0.920 0.052 -0.312
3 N -2.288 -0.448 -0.047
4 C 0.038 -0.376 0.839
5 N 1.507 -0.386 0.616
6 N 1.933 0.510 -0.372
7 N 1.989 -1.662 0.259
8 H -0.065 2.007 -0.822
9 H -1.263 2.061 0.477
10 H -1.771 1.854 -1.205
11 H -0.592 -0.400 -1.254
12 H -2.897 -0.169 -0.817
13 H -2.661 0.019 0.780
14 H -0.147 0.280 1.701
15 H -0.262 -1.375 1.191
16 H 2.849 0.878 -0.109
17 H 2.120 -0.012 -1.229
18 H 2.109 -2.231 1.100
19 H 1.325 -2.175 -0.324


No. 2
ORCA calculation (wB97M-V/def2-TZVPD) on a molecular structure, C3H12N4.

Output
**HOMO energy (alpha / beta)**: -7.529 / -7.529 eV
**Molecular weight**: 104.16 u
**Relative energy (zero: lowest compared OMol25 entry of this formula, charge and spin)**: 101.2 kcal/mol
**Energy**: -9261.9175 eV

CARTESIAN COORDINATES (ANGSTROEM)
1 C -0.838 -1.192 0.461
2 C 1.003 -0.835 0.072
3 C 1.252 -0.714 -1.410
4 N -1.779 -0.411 -0.163
5 H -1.345 0.796 -0.345
6 H -1.971 -0.772 -1.094
7 H -0.816 -1.044 1.543
8 H -0.847 -2.243 0.177
9 H 1.330 -1.800 0.457
10 H 1.556 -0.114 0.664
11 H 2.241 -1.074 -1.703
12 H 1.178 0.304 -1.793
13 H 0.527 -1.299 -1.991
14 N -0.266 1.709 1.783
15 N 0.293 1.873 0.584
16 N -0.593 1.925 -0.360
17 H 0.392 1.512 2.518
18 H -1.208 1.330 1.848
19 H -0.110 2.051 -1.246


No. 3
ORCA calculation (wB97M-V/def2-TZVPD) on 2 unconnected molecules or ions with the total composition C3H12N4.

Output
**HOMO energy**: -8.648 eV
**Molecular weight**: 104.16 u
**SMILES**: [H]/N=C/N.CNCN
**Relative energy (zero: lowest compared OMol25 entry of this formula, charge and spin)**: 20.8 kcal/mol
**Energy**: -9265.4032 eV

CARTESIAN COORDINATES (ANGSTROEM)
1 H -1.288 -0.811 3.055
2 N -0.324 -0.491 3.083
3 C 0.414 -1.390 2.586
4 N 1.793 -1.252 2.503
5 H 0.063 -2.309 2.111
6 H 2.171 -0.688 3.242
7 H 2.231 -2.148 2.367
8 C -0.080 1.203 -0.310
9 N -0.665 0.048 -0.978
10 C -0.509 0.084 -2.437
11 N -0.994 1.304 -3.067
12 H 0.201 0.990 0.720
13 H 0.847 1.513 -0.825
14 H -0.747 2.065 -0.306
15 H -0.310 -0.822 -0.618
16 H -1.133 -0.727 -2.825
17 H 0.523 -0.120 -2.746
18 H -1.879 1.520 -2.645
19 H -0.315 2.032 -2.911


- What is the formula in the first record?
  C3H12N4